[1]
Below is a 3-piece molecular cluster, C27H53F3N8O2P2 overall, with properties calculated with ωB97M-V/def2-TZVPD.

Geometry (Å):
C (-4.25259, 1.17734, 0.00574)
C (-5.72890, 0.56569, -0.15312)
C (-6.77974, 1.58881, -0.87675)
C (-7.10612, 2.72304, 0.22278)
C (-6.11078, 3.90187, 0.33902)
C (-6.28866, 5.05641, 1.40987)
N (-5.26761, 6.07135, 1.44418)
C (-5.51676, 7.07850, 2.42233)
C (-4.40762, 8.25010, 2.55600)
C (-3.89456, 8.69714, 1.07443)
F (-2.61853, 9.40805, 1.15821)
C (-6.76564, 7.03748, 3.34958)
F (-6.88969, 8.12021, 4.29846)
N (-7.79786, 6.06274, 3.38289)
C (-7.50027, 5.07720, 2.37445)
C (-8.53371, 3.87571, 2.24112)
C (-8.33349, 2.71037, 1.20483)
C (-9.38506, 1.49276, 1.13864)
C (-10.35703, 1.76913, -0.10703)
F (-8.73790, 0.20205, 1.02107)
H (-4.21824, 1.77570, 0.99952)
H (-3.96730, 1.93978, -0.81454)
H (-3.41931, 0.38557, 0.09429)
H (-6.16475, 0.40297, 0.90607)
H (-5.69689, -0.44015, -0.70383)
H (-7.73625, 1.06099, -1.22333)
H (-6.24692, 2.14341, -1.74236)
H (-5.20268, 3.93228, -0.34812)
H (-4.76175, 9.13132, 3.18850)
H (-3.48739, 7.72578, 3.03063)
H (-4.72626, 9.32539, 0.60733)
H (-3.69309, 7.79606, 0.39319)
H (-9.46844, 3.81877, 2.91168)
H (-10.01415, 1.44468, 2.10853)
H (-10.84388, 2.80806, 0.05975)
H (-9.72265, 1.86889, -1.06280)
H (-11.14708, 0.94458, -0.24244)
C (1.88769, 0.89504, 0.19678)
N (0.81825, 0.03667, -0.28264)
C (0.50827, -0.93711, 0.76618)
P (0.60929, -0.59749, -1.86776)
O (-0.92630, -0.47391, -1.81765)
N (0.72224, 0.66384, -3.06215)
C (0.71368, 2.07094, -2.68753)
C (-0.23662, 0.50524, -4.17122)
N (2.37887, -0.82035, -1.96594)
C (3.30214, -0.01784, -2.75847)
C (2.64513, -2.24341, -2.25890)
H (2.83137, 0.35454, 0.33924)
H (1.61555, 1.33862, 1.16002)
H (2.07812, 1.74365, -0.45342)
H (1.31545, -1.67409, 0.86749)
H (-0.41473, -1.47775, 0.53898)
H (0.35470, -0.45137, 1.73443)
H (-0.07131, 2.30159, -1.96006)
H (0.57294, 2.71963, -3.55944)
H (1.67991, 2.38297, -2.29007)
H (-1.22804, 0.87684, -3.90325)
H (-0.32951, -0.54609, -4.45963)
H (0.10530, 1.04854, -5.05920)
H (3.06241, -0.01974, -3.82572)
H (4.32377, -0.40153, -2.65424)
H (3.35452, 1.00924, -2.39694)
H (2.37159, -2.48783, -3.29298)
H (2.05615, -2.88396, -1.59300)
H (3.69265, -2.50662, -2.09596)
C (7.62646, -7.15848, -0.05447)
N (6.64944, -6.21170, -0.56436)
C (6.63085, -6.31553, -2.02477)
P (6.33889, -4.61626, -0.00278)
O (4.82188, -4.73014, -0.25520)
N (6.10126, -4.60159, 1.72095)
C (5.92466, -5.83413, 2.47651)
C (5.04271, -3.67138, 2.15658)
N (8.09662, -4.42287, 0.25466)
C (8.77810, -4.40451, 1.54342)
C (8.54466, -3.24411, -0.51363)
H (8.65248, -6.90583, -0.34784)
H (7.41523, -8.16337, -0.43404)
H (7.59847, -7.26058, 1.02618)
H (7.54836, -5.89759, -2.45898)
H (5.78080, -5.77143, -2.44584)
H (6.52996, -7.35397, -2.35369)
H (5.21428, -6.51570, 1.99790)
H (5.57432, -5.63573, 3.49559)
H (6.87450, -6.34766, 2.62816)
H (4.04904, -4.11044, 2.04458)
H (5.07610, -2.74318, 1.57791)
H (5.17924, -3.39456, 3.20779)
H (8.41209, -3.61769, 2.20918)
H (9.85219, -4.23702, 1.40218)
H (8.71278, -5.36925, 2.04639)
H (8.18834, -2.31556, -0.05058)
H (8.14953, -3.28554, -1.53507)
H (9.63276, -3.20253, -0.60253)

Values from the calculation:
Spin multiplicity: 1
E_LUMO: -1.377 eV
SMILES: CCCc1cc2nc(CCF)c(F)nc2cc1[C@@H](C)F.CN(C)P(=O)(N(C)C)N(C)C.CN(C)P(=O)(N(C)C)N(C)C

---

[2]
Below is a 7-piece molecular cluster, C27H54FO20PS overall, with properties calculated with ωB97M-V/def2-TZVPD.

Geometry (Å):
C (4.90182, -4.11769, 1.22076)
C (4.08016, -3.13448, 0.25033)
C (4.27669, -1.66179, 0.84892)
F (3.73577, -1.67228, 2.17663)
P (3.58870, -0.30129, -0.25948)
C (4.81824, 1.13272, -0.10492)
C (4.40330, 2.27766, 0.91142)
C (4.24300, 1.80459, 2.41300)
S (5.90923, 1.63471, 3.24108)
C (1.92893, 0.34675, 0.37657)
O (0.80012, -0.29770, -0.24916)
C (0.13676, -1.16634, 0.62472)
C (-0.49201, -0.79408, 2.01670)
O (-0.00615, -2.35875, 0.24266)
H (5.79068, -3.51092, 1.59451)
H (5.24667, -5.05266, 0.68326)
H (4.28893, -4.37107, 2.14018)
H (2.96810, -3.33814, 0.28864)
H (4.45861, -3.19304, -0.81996)
H (5.40693, -1.50516, 0.88667)
H (4.86685, 1.60652, -1.14045)
H (5.84542, 0.70084, 0.08762)
H (3.48844, 2.86044, 0.58431)
H (5.25519, 3.03906, 0.90624)
H (3.61754, 2.56931, 2.98008)
H (3.72192, 0.81536, 2.55010)
H (5.73366, 0.53857, 4.08420)
H (1.88467, 1.44385, 0.06993)
H (1.86853, 0.35218, 1.50944)
H (0.05613, -1.37777, 2.82344)
H (-1.58057, -1.07538, 2.00897)
H (-0.42748, 0.31397, 2.24466)
C (3.19199, -9.12577, 3.15924)
O (2.80128, -7.79047, 2.84597)
C (2.14786, -7.66975, 1.68212)
O (1.88339, -8.56599, 0.92420)
O (1.84201, -6.37808, 1.51142)
C (1.13735, -6.09817, 0.30123)
H (3.70969, -9.10219, 4.11754)
H (2.31727, -9.77134, 3.25337)
H (3.87762, -9.51389, 2.40417)
H (0.18092, -6.62299, 0.28188)
H (1.74194, -6.36589, -0.56708)
H (0.94419, -5.02588, 0.27133)
C (-6.62326, -1.14834, -0.17374)
O (-5.77984, -1.84471, -1.09014)
C (-4.53066, -1.36769, -1.15729)
O (-4.09370, -0.43695, -0.52684)
O (-3.85306, -2.10232, -2.04352)
C (-2.49376, -1.69881, -2.21616)
H (-7.60449, -1.62017, -0.20394)
H (-6.23356, -1.22375, 0.84311)
H (-6.73251, -0.10283, -0.46807)
H (-1.93230, -1.79282, -1.28594)
H (-2.44128, -0.67530, -2.59263)
H (-2.03816, -2.35883, -2.95367)
C (-7.85077, 2.43414, 5.21400)
O (-7.62216, 2.13597, 3.83712)
C (-6.33083, 1.97116, 3.51877)
O (-5.40216, 2.05337, 4.27777)
O (-6.25466, 1.69769, 2.20755)
C (-4.92097, 1.49672, 1.72997)
H (-8.92547, 2.54579, 5.35380)
H (-7.50151, 1.61786, 5.84811)
H (-7.36581, 3.37160, 5.49079)
H (-4.45767, 0.64449, 2.22924)
H (-4.32217, 2.39850, 1.86959)
H (-4.97745, 1.28237, 0.66568)
C (-0.08686, -4.06393, -8.13832)
O (-0.17076, -3.72692, -6.75494)
C (0.41388, -2.56434, -6.43803)
O (0.97575, -1.82413, -7.20216)
O (0.26332, -2.37061, -5.12167)
C (0.84270, -1.15939, -4.63795)
H (-0.59141, -5.01948, -8.27655)
H (-0.59156, -3.31365, -8.74914)
H (0.95440, -4.17393, -8.44566)
H (0.37472, -0.29342, -5.10950)
H (1.92086, -1.15355, -4.80556)
H (0.66044, -1.10711, -3.56458)
C (7.49714, 5.66220, 2.24966)
O (6.80900, 6.08662, 1.07336)
C (7.60259, 6.62393, 0.13774)
O (8.79424, 6.76573, 0.21795)
O (6.83626, 6.97562, -0.90307)
C (7.55592, 7.56680, -1.98369)
H (6.75936, 5.24514, 2.93451)
H (8.22481, 4.88490, 2.01075)
H (7.98294, 6.50808, 2.73872)
H (8.28641, 6.86528, -2.38985)
H (8.04406, 8.48853, -1.66305)
H (6.83720, 7.80962, -2.76547)
C (-8.13258, 3.52878, 1.27971)
O (-8.82711, 3.92018, 0.09112)
C (-8.04286, 4.46019, -0.84716)
O (-6.85361, 4.63056, -0.76416)
O (-8.81162, 4.77908, -1.89800)
C (-8.09970, 5.36952, -2.98336)
H (-8.86278, 3.10664, 1.96665)
H (-7.39345, 2.77319, 1.05684)
H (-7.66910, 4.39559, 1.75685)
H (-7.35144, 4.67844, -3.37509)
H (-7.63391, 6.30679, -2.67439)
H (-8.81934, 5.58432, -3.77254)

Values from the calculation:
Spin multiplicity: 1
E_LUMO: 0.371 eV
SMILES: CC[C@H](F)P(CCCS)COC(C)=O.COC(=O)OC.COC(=O)OC.COC(=O)OC.COC(=O)OC.COC(=O)OC.COC(=O)OC

---

[3]
Below is a 3-piece molecular cluster, C27H54N3O3 overall, with properties calculated with ωB97M-V/def2-TZVPD.

Geometry (Å):
C (2.99724, -2.33089, 1.28665)
O (2.78098, -0.98264, 0.97043)
C (1.44803, -0.68799, 0.59666)
C (0.75672, 0.21623, 1.63299)
C (0.80161, 1.72039, 1.27387)
C (-0.56732, 2.38876, 1.42935)
C (-0.89581, 2.83481, 2.85898)
C (-1.55509, 1.79354, 3.77792)
C (-2.65913, 0.96134, 3.14641)
C (-3.88479, 1.79545, 2.76904)
C (-5.10362, 0.98245, 2.39939)
C (-5.39651, -0.24554, 2.98045)
N (-6.49592, -0.94195, 2.63575)
C (-7.38128, -0.49181, 1.73224)
C (-7.15142, 0.72056, 1.11261)
C (-6.00812, 1.44584, 1.43655)
C (-5.77761, 2.73130, 0.69365)
O (-5.07844, 2.73697, -0.25957)
O (-6.41419, 3.79220, 1.21231)
H (2.59945, -2.62581, 2.26440)
H (4.06613, -2.52073, 1.32250)
H (2.58200, -3.01202, 0.54003)
H (1.47080, -0.17441, -0.36200)
H (0.86082, -1.60289, 0.51409)
H (1.18047, 0.01443, 2.61337)
H (-0.28938, -0.09137, 1.64475)
H (1.12673, 1.84872, 0.24404)
H (1.55262, 2.21959, 1.88320)
H (-0.53645, 3.29715, 0.82523)
H (-1.33965, 1.77102, 0.97279)
H (0.04326, 3.11534, 3.33118)
H (-1.50123, 3.74056, 2.82931)
H (-1.98482, 2.31113, 4.63670)
H (-0.80412, 1.11367, 4.17507)
H (-2.34225, 0.40839, 2.26510)
H (-2.94675, 0.20827, 3.88130)
H (-4.15176, 2.49324, 3.56206)
H (-3.63831, 2.37393, 1.88018)
H (-4.75813, -0.70237, 3.71692)
H (-6.65149, -1.83806, 3.07891)
H (-8.24139, -1.10957, 1.53837)
H (-7.86115, 1.07866, 0.38473)
H (-6.92949, 4.22807, 0.51656)
C (3.88219, -7.81688, -2.66928)
C (2.40123, -7.97302, -2.35850)
N (2.02652, -7.42909, -1.06563)
C (0.69554, -7.82010, -0.63937)
C (-0.50393, -7.33163, -1.46249)
C (2.38319, -6.04090, -0.84178)
C (1.83497, -4.98751, -1.81490)
H (4.49342, -8.24818, -1.87578)
H (4.11866, -8.33518, -3.59894)
H (4.16860, -6.77243, -2.79867)
H (2.16822, -9.04078, -2.35009)
H (1.81870, -7.53473, -3.18443)
H (0.56151, -7.51055, 0.40127)
H (0.66871, -8.91387, -0.61897)
H (-0.71146, -6.27507, -1.29478)
H (-1.39847, -7.88402, -1.16612)
H (-0.36243, -7.49149, -2.53135)
H (3.47355, -5.96719, -0.84337)
H (2.09220, -5.76884, 0.17687)
H (1.91940, -5.29703, -2.85695)
H (2.40141, -4.05953, -1.70705)
H (0.79141, -4.74917, -1.61109)
C (3.92026, 3.33797, -2.28717)
C (2.80713, 4.24716, -2.78651)
N (2.02295, 4.83170, -1.71433)
C (0.79926, 5.46641, -2.17311)
C (0.91399, 6.69574, -3.08248)
C (2.77429, 5.56769, -0.70951)
C (3.63317, 6.74996, -1.17729)
H (3.52514, 2.56259, -1.62858)
H (4.40303, 2.84912, -3.13394)
H (4.69151, 3.88906, -1.74827)
H (2.13252, 3.64796, -3.40411)
H (3.24391, 5.00777, -3.45186)
H (0.19723, 5.72851, -1.29766)
H (0.21823, 4.70538, -2.70516)
H (1.22041, 7.58377, -2.53213)
H (-0.06032, 6.91530, -3.52406)
H (1.61426, 6.53694, -3.90248)
H (3.42691, 4.86132, -0.18977)
H (2.08044, 5.91391, 0.06120)
H (4.20690, 6.51214, -2.07367)
H (4.34758, 7.01431, -0.39528)
H (3.03679, 7.63845, -1.37689)

Values from the calculation:
Spin multiplicity: 1
E_LUMO: -4.583 eV
Net charge: +1